Formula: C31H46ClN4O9P2STi
Source: the Open Molecules 2025 dataset
Level of theory: ωB97M-V with the def2-TZVPD basis set

Total charge: -1
Relative energy (zero: lowest compared OMol25 entry of this formula, charge and spin) in kJ/mol: 120.8
Gap between HOMO and LUMO (alpha / beta) in eV: 3.9 / 3.9

CARTESIAN COORDINATES (ANGSTROEM)
Ti1 -0.045 -0.755 1.919
N1 -1.340 -4.889 2.250
C1 -0.826 -3.630 1.976
S1 -1.975 -2.387 1.581
N2 0.483 -3.585 2.047
N3 1.102 -2.382 1.738
C2 2.377 -2.425 1.756
C3 3.256 -1.379 1.242
C4 4.625 -1.530 1.422
C5 5.538 -0.656 0.859
C6 5.067 0.381 0.065
C7 3.708 0.563 -0.133
C8 2.779 -0.287 0.482
O1 1.459 -0.163 0.359
H1 -2.298 -4.863 2.554
H2 -0.730 -5.453 2.823
H3 2.817 -3.354 2.109
H4 4.971 -2.370 2.017
H5 6.600 -0.790 1.024
H6 5.763 1.064 -0.406
H7 3.359 1.377 -0.748
C9 -3.116 -2.348 -3.989
C10 -2.348 -2.043 -2.727
C11 -3.140 -1.241 -1.717
O2 -1.179 -1.251 -3.122
P1 0.231 -1.548 -2.456
O3 0.226 -2.501 -1.353
C12 0.846 0.104 -2.134
P2 0.252 0.973 -0.616
O4 -0.758 0.477 0.417
O5 -0.967 1.839 -1.405
C13 -0.834 2.727 -2.501
C14 -1.576 4.007 -2.151
C15 -1.434 2.123 -3.767
O6 1.287 2.178 -0.508
C16 1.157 3.412 0.242
C17 1.699 4.519 -0.641
C18 1.952 3.310 1.527
O7 1.152 -2.066 -3.650
C19 1.124 -1.473 -4.965
C20 0.805 -2.570 -5.956
C21 2.470 -0.826 -5.221
H8 -4.006 -2.936 -3.750
H9 -2.505 -2.918 -4.694
H10 -3.428 -1.419 -4.474
H11 -1.997 -2.959 -2.254
H12 -3.569 -0.349 -2.186
H13 -2.495 -0.932 -0.892
H14 -3.942 -1.863 -1.309
H15 0.599 0.730 -2.988
H16 1.926 -0.029 -2.040
H17 0.223 2.962 -2.680
H18 -2.644 3.786 -2.059
H19 -1.442 4.763 -2.931
H20 -1.237 4.415 -1.200
H21 -2.523 2.082 -3.673
H22 -1.086 1.105 -3.932
H23 -1.185 2.736 -4.640
H24 0.102 3.573 0.469
H25 2.772 4.366 -0.790
H26 1.553 5.488 -0.155
H27 1.219 4.541 -1.618
H28 3.024 3.361 1.314
H29 1.738 2.363 2.021
H30 1.684 4.134 2.194
H31 0.335 -0.716 -5.004
H32 1.582 -3.338 -5.916
H33 0.756 -2.166 -6.970
H34 -0.150 -3.038 -5.714
H35 3.260 -1.574 -5.118
H36 2.663 -0.024 -4.504
H37 2.507 -0.410 -6.231
Cl1 0.354 0.809 9.104
C22 0.187 0.148 7.471
C23 -0.190 -1.178 7.318
C24 -0.328 -1.684 6.018
C25 -0.093 -0.901 4.899
O8 -0.283 -1.389 3.684
C26 0.354 0.451 5.073
C27 0.734 1.228 3.962
O9 0.832 0.771 2.730
C28 0.455 0.957 6.391
H38 -0.374 -1.800 8.185
H39 -0.635 -2.711 5.857
H40 1.015 2.268 4.123
H41 0.768 1.985 6.543
C29 -5.363 -0.069 2.173
C30 -4.492 1.192 2.124
C31 -3.108 0.884 2.509
N4 -2.048 0.600 2.838
H42 -6.390 0.173 1.900
H43 -5.355 -0.499 3.174
H44 -4.977 -0.825 1.488
H45 -4.871 1.958 2.797
H46 -4.469 1.609 1.117


Formula: C7H31NO9
Source: the Open Molecules 2025 dataset
Level of theory: ωB97M-V with the def2-TZVPD basis set

Total charge: 0
SMILES: C/C=C/C=C/CCN.O.O.O.O.O.O.O.O.O
Relative energy (zero: lowest compared OMol25 entry of this formula, charge and spin) in kJ/mol: 364.7
Gap between HOMO and LUMO in eV: 9.1

CARTESIAN COORDINATES (ANGSTROEM)
C1 3.356 0.957 -0.256
C2 1.912 0.708 -0.016
C3 1.308 -0.466 -0.164
C4 -0.122 -0.816 0.003
C5 -1.033 -1.292 -0.855
C6 -2.502 -1.312 -0.515
C7 -3.285 0.021 -0.606
N1 -3.110 0.883 -1.793
H1 4.023 0.156 -0.544
H2 3.725 1.502 0.661
H3 3.389 1.707 -1.061
H4 1.258 1.583 0.218
H5 1.947 -1.326 0.052
H6 -0.458 -0.429 1.052
H7 -0.657 -1.710 -1.778
H8 -2.672 -1.821 0.399
H9 -2.962 -1.880 -1.377
H10 -3.023 0.623 0.284
H11 -4.350 -0.118 -0.474
H12 -2.166 1.245 -1.745
H13 -3.101 0.263 -2.597
O1 0.756 -3.651 -0.235
H14 1.229 -3.303 -1.013
H15 -0.164 -3.433 -0.404
O2 1.258 -2.178 -2.833
H16 2.091 -1.914 -2.403
H17 1.034 -1.348 -3.322
O3 1.608 2.011 2.475
H18 1.741 1.092 2.751
H19 0.852 2.260 3.026
O4 0.116 -1.067 4.472
H20 -0.664 -0.624 4.122
H21 0.564 -1.515 3.736
O5 -1.066 3.299 -1.822
H22 -0.514 3.398 -1.012
H23 -1.791 3.925 -1.820
O6 0.638 4.135 0.012
H24 0.644 3.403 0.642
H25 1.554 4.410 -0.093
O7 1.411 -2.544 2.713
H26 0.571 -2.717 2.256
H27 1.895 -3.273 2.300
O8 -1.904 0.463 2.507
H28 -2.403 1.025 3.109
H29 -2.538 0.190 1.828
O9 0.319 0.224 -3.733
H30 -0.262 0.908 -3.365
H31 -0.294 -0.127 -4.398


Formula: C5H11NO
Source: the Open Molecules 2025 dataset
Level of theory: ωB97M-V with the def2-TZVPD basis set

Total charge: 0
SMILES: CC(C)[C@@H](N)C=O
Relative energy (zero: lowest compared OMol25 entry of this formula, charge and spin) in kJ/mol: 157.2
Gap between HOMO and LUMO in eV: 10.4

CARTESIAN COORDINATES (ANGSTROEM)
C1 -0.219 -1.148 -1.372
C2 -0.434 0.133 -0.578
C3 0.844 1.142 -0.862
C4 -0.718 -0.079 0.907
N1 -0.263 -1.309 1.554
C5 -0.002 1.124 1.585
O1 1.055 1.015 2.212
H1 -1.056 -1.839 -1.237
H2 0.711 -1.634 -1.054
H3 -0.145 -0.942 -2.444
H4 -1.269 0.687 -1.020
H5 0.981 2.115 -0.383
H6 1.758 0.555 -0.746
H7 0.773 1.446 -1.913
H8 -1.792 0.024 1.090
H9 -0.392 -2.123 0.964
H10 0.733 -1.232 1.764
H11 -0.567 2.066 1.535


Formula: CF3MnNO4S2
Source: the Open Molecules 2025 dataset
Level of theory: ωB97M-V with the def2-TZVPD basis set

Total charge: 0
Multiplicity: 6
Gap between HOMO and LUMO (alpha / beta) in eV: 6.5 / 6.4

CARTESIAN COORDINATES (ANGSTROEM)
N1 0.867 0.692 1.198
S1 2.434 0.214 0.827
O1 2.754 1.134 -0.407
O2 3.034 -1.116 0.451
S2 -0.462 0.482 0.373
O3 0.098 0.208 -1.011
O4 -1.294 1.028 1.474
Mn1 1.792 0.265 -1.825
C1 -1.994 -0.531 -0.179
F1 -2.367 -1.336 0.806
F2 -2.998 0.283 -0.473
F3 -1.864 -1.323 -1.232


Short version: E = -4495.9410; -1017.1318; -327.0715; -2640.5854 hartree, in the order given.
Short version: largest force on an atom = 3.140; 3.389; 2.741; 4.504 eV/Å, in the order given.